Density functional theory data (ωB97M-V/def2-TZVPD) for 2 unconnected molecules or ions with the total composition C10H15NO2S in a non-equilibrium geometry.

```
29
Properties=species:S:1:pos:R:3:forces:R:3:nbo_charge:R:1
S -3.147497 -1.707717 -0.728889 0.7 -1.4 -2.4 0.701
O 3.043956 0.564002 -1.080922 -0.4 0.0 0.8 -0.525
O 1.826746 -1.485534 1.155928 -1.4 1.2 -1.2 -0.517
N -2.624503 -0.411386 -1.442974 -0.1 0.3 -0.5 -1.145
C 3.515757 -0.591909 -0.388387 -0.6 -0.2 -1.2 -0.109
C -0.367606 1.212485 -0.291431 0.2 -0.3 0.5 -0.152
C -1.461960 1.164955 0.567524 0.6 -0.7 -0.8 0.006
C 0.729499 -0.648704 0.806622 1.2 -0.2 0.2 0.345
C 0.722173 0.317148 -0.209358 -0.9 0.2 0.0 -0.156
C -2.631377 2.093259 0.418738 1.8 0.2 0.3 -0.628
C 3.033708 -0.752509 1.028832 1.0 -1.7 -0.4 -0.106
C 1.645541 0.486940 -1.357688 1.6 -0.8 -0.7 -0.086
C -1.436624 0.130544 1.481313 -0.8 -0.3 1.0 -0.219
C -0.364201 -0.726464 1.625809 -0.6 -1.0 0.4 -0.287
H 2.899281 0.211966 1.334028 -0.4 2.6 1.7 0.184
H -2.709501 -2.958132 -1.595256 -0.9 1.5 1.2 -0.019
H -2.297895 -0.071451 2.133906 0.2 0.3 -0.2 0.206
H 4.578959 -0.566907 -0.588736 0.3 -0.3 0.6 0.205
H 1.548712 -0.204350 -2.217579 -0.4 -0.5 0.7 0.181
H 3.050237 -1.456011 -0.829239 0.2 -0.8 -1.0 0.170
H 1.359277 1.403152 -1.791193 0.2 1.3 -0.5 0.195
H -3.289949 0.060309 -2.061167 -0.3 -0.6 0.5 0.363
H -2.382383 2.722191 -0.464916 -0.8 0.0 0.9 0.217
H -2.027086 -1.987491 -0.076551 0.3 0.0 0.7 0.108
H -2.614401 2.587984 1.394710 -0.5 0.8 -0.5 0.222
H -0.349305 1.935107 -1.110742 -0.1 -0.1 0.3 0.201
H -3.544809 1.549182 0.316236 -0.6 -0.2 -0.3 0.223
H 3.732899 -1.292307 1.655175 0.4 0.1 0.0 0.198
H -0.437644 -1.578348 2.316207 0.2 0.6 -0.1 0.224
```
Positions in Å, forces in eV/Å.

The molecular weight is 213.30 g/mol. As for the charge: 0. The value obtained for the relative energy (zero: lowest compared OMol25 entry of this formula, charge and spin) is 106.37 kcal/mol. The calculation puts the HOMO energy at -8.333 eV. For the calculated total energy, the calculation gives -27029.1392 eV.

***

Density functional theory data (ωB97M-V/def2-TZVPD) for 2 unconnected molecules or ions with the total composition C10H15NO3S in a non-equilibrium geometry.

```
30
Properties=species:S:1:pos:R:3:forces:R:3:nbo_charge:R:1
S -0.271690 2.675433 -0.115133 -0.3 -0.6 -0.2 -0.149
O -3.103753 2.461030 -0.472008 -1.2 -0.6 -0.1 -0.674
O -4.015876 -2.300379 -0.014402 4.3 -0.5 1.8 -0.688
O -1.148544 -1.815632 0.557045 -0.8 -0.8 -0.7 -0.664
N -1.781670 0.447503 0.012673 0.1 1.2 -0.3 -0.465
C -3.417682 -1.083423 -0.022179 -0.3 1.3 -0.8 0.206
C -0.567436 1.045639 -0.093020 2.5 -0.3 1.1 0.078
C 1.552330 -0.522484 1.563220 -0.3 -0.4 -0.1 -0.699
C 1.381217 -1.033503 -0.929648 2.4 -0.8 -0.4 -0.722
C -4.024198 0.225901 -0.344257 1.0 -0.7 1.2 -0.417
C 1.473909 -0.024699 0.129136 -2.3 2.2 1.2 0.273
C 2.412369 1.146456 0.028723 1.5 1.0 -1.3 -0.501
C 3.824798 0.634149 -0.483080 -1.1 2.1 0.9 -0.592
C -3.005997 1.152017 -0.247006 -1.1 -0.9 -0.4 0.501
C -2.098933 -0.921902 0.179785 -0.3 1.1 0.0 0.308
H 0.723501 -1.088443 2.110380 1.5 0.3 -1.4 0.257
H -1.575627 -2.605919 0.168924 0.9 -0.3 0.6 0.499
H 4.156720 -0.188997 0.121580 0.5 -0.3 0.1 0.196
H 1.843800 0.302451 2.157602 -0.7 1.2 0.9 0.217
H -2.308509 2.987934 -0.301382 0.8 -0.3 0.2 0.498
H 2.056067 2.070629 -0.615800 0.5 -2.1 1.2 0.268
H 3.786385 0.416762 -1.496394 -0.1 -1.0 -1.9 0.201
H -5.099592 0.331620 -0.253074 0.3 0.5 -0.5 0.230
H -4.862457 -2.379049 -0.296490 -3.9 0.4 -1.4 0.490
H 4.495584 1.507757 -0.465501 0.1 -0.5 0.5 0.216
H 0.527406 -1.595885 -0.669060 -1.2 -0.5 -0.8 0.259
H 2.205513 -1.806219 -0.783519 -0.5 0.9 -0.1 0.213
H 1.550263 -0.638452 -1.951365 -0.8 -0.3 0.6 0.231
H 2.716048 1.515410 1.025715 -1.0 0.2 -0.4 0.208
H 2.576053 -0.915695 1.498529 -0.3 -1.5 0.4 0.221
```
Positions in Å, forces in eV/Å.

The molecular weight is 229.30 g/mol. As for the charge: 0. The value obtained for the relative energy (zero: lowest compared OMol25 entry of this formula, charge and spin) is 106.92 kcal/mol. The calculation puts the HOMO energy at -7.459 eV. For the calculated total energy, the calculation gives -29076.1491 eV.

***

Density functional theory data (ωB97M-V/def2-TZVPD) for 2 unconnected molecules or ions with the total composition C10H15NSi2 in a non-equilibrium geometry.

```
28
Properties=species:S:1:pos:R:3:forces:R:3:nbo_charge:R:1
Si 0.048343 -0.605994 -0.635594 -0.4 0.0 0.8 1.687
Si 2.381800 0.154722 -2.619647 1.0 1.9 0.0 1.100
N 0.768243 0.126338 -2.034566 -0.5 -0.8 0.0 -1.510
C 0.693239 -1.890149 0.387327 -1.3 2.4 -1.7 -0.940
C -1.543518 0.421608 -0.294108 0.1 0.5 0.5 -0.494
C 0.267342 -2.114101 1.777328 -2.3 1.1 1.6 -0.633
C -3.726219 0.612234 0.919388 1.0 0.6 -1.0 -0.221
C -1.734732 1.707773 -0.797530 -0.4 -1.0 -0.5 -0.172
C -2.542634 -0.013993 0.595869 1.6 -2.7 0.7 -0.180
C 3.942439 -0.766657 1.092293 -0.3 0.5 -0.3 -0.228
C -2.891547 2.409526 -0.478291 0.1 0.2 0.1 -0.227
C -3.886282 1.883690 0.311000 2.4 -2.9 0.6 -0.176
C 4.609044 -0.488869 2.028434 0.8 -0.1 1.1 -0.229
H 3.149263 1.132551 -1.829937 0.1 -0.1 0.5 -0.199
H 1.245101 -2.644700 -0.090867 1.1 -0.8 -0.5 0.230
H -2.220215 -0.971052 1.095735 -1.1 0.8 -0.4 0.209
H -1.031505 2.033531 -1.524551 0.5 0.9 -0.3 0.205
H 2.601413 0.809509 -3.936630 -0.7 -0.3 -0.2 -0.172
H 5.150637 -0.273427 2.895731 0.6 0.0 0.6 0.224
H -3.058137 3.446378 -0.706943 0.4 0.2 -0.7 0.215
H -0.434090 -1.282915 2.177826 1.5 -0.8 -0.5 0.197
H -0.431524 -2.946345 1.889119 0.3 -0.6 -0.1 0.201
H 1.082753 -2.247469 2.488330 0.1 0.1 0.0 0.217
H -4.353701 0.077675 1.623665 -0.4 0.6 -0.1 0.228
H -4.569822 2.545465 0.622219 -3.0 2.0 0.9 0.203
H 3.215546 -0.566078 0.387928 -1.0 -0.5 -1.3 0.226
H 0.125510 0.488401 -2.724903 -0.3 0.0 0.1 0.426
H 3.143254 -1.037650 -2.618622 0.3 -1.3 0.1 -0.186
```
Positions in Å, forces in eV/Å.

The molecular weight is 205.41 g/mol. As for the charge: 0. The value obtained for the relative energy (zero: lowest compared OMol25 entry of this formula, charge and spin) is 0.00 kcal/mol. The calculation puts the HOMO energy at -7.580 eV. Its SMILES is C/C=[Si](/N[SiH3])c1ccccc1.C#C. For the calculated total energy, the calculation gives -27854.5877 eV.

***

Density functional theory data (ωB97M-V/def2-TZVPD) for a gas-phase ion, C10H15O3S (charge -1) in a non-equilibrium geometry.

```
29
Properties=species:S:1:pos:R:3:forces:R:3:nbo_charge:R:1
S 1.429605 0.776350 -3.400980 0.7 1.1 -1.6 2.356
O 0.444300 1.888687 -3.446872 0.8 -1.0 0.7 -1.025
O 1.279561 -0.066527 -4.605530 0.5 0.2 1.0 -1.027
O 2.799937 1.234872 -3.089623 -1.2 -0.6 -0.3 -1.014
C -0.514216 -1.277898 -0.375472 -0.4 -0.7 0.0 0.015
C 1.058710 -0.257194 -2.000085 3.1 0.9 2.4 -0.482
C 1.576334 0.749760 2.110582 1.8 -2.9 2.2 -0.433
C -0.623926 -2.786085 -0.314056 1.8 0.7 -2.0 -0.643
C -0.111839 -0.727911 -1.684939 -1.1 0.2 -0.4 -0.035
C -0.628879 0.959739 0.731958 -0.8 -0.5 4.6 -0.443
C 0.663494 1.448058 1.500820 -1.4 1.1 -1.5 0.036
C 0.915478 2.950527 1.605781 -3.2 0.7 0.3 -0.640
C -0.846493 -0.565871 0.689399 1.2 2.0 0.0 -0.196
C -1.106366 -0.680031 -2.786264 1.0 -0.3 -2.1 -0.682
H -1.630345 -3.118080 -0.490453 -0.4 -0.4 0.1 0.214
H 0.256511 3.513278 0.885651 1.2 -0.5 0.1 0.218
H -0.788925 1.345486 -0.215238 0.3 1.1 -1.9 0.242
H -0.897637 -1.543931 -3.504673 -0.6 1.0 0.9 0.225
H -1.088960 -1.067305 1.609178 -0.2 -0.2 0.3 0.187
H -0.904616 0.252642 -3.393285 -0.7 -1.0 0.7 0.287
H -0.187970 -3.083671 0.626780 -0.1 -0.6 0.2 0.214
H 1.627938 -0.380536 2.228902 -0.4 1.5 -0.6 0.195
H -2.081483 -0.701655 -2.397921 -1.6 -0.1 0.2 0.191
H 2.357000 1.242798 2.762133 -0.8 -0.3 -1.1 0.184
H 1.961083 3.134245 1.517661 0.5 0.5 -0.2 0.225
H 0.504045 3.373713 2.580315 0.8 -0.7 -0.8 0.197
H 1.888336 -0.286180 -1.210549 -1.1 0.2 -1.3 0.223
H -1.473208 1.464388 1.414089 1.4 -1.1 -1.4 0.191
H 0.041950 -3.082616 -1.200726 -1.0 -0.4 1.5 0.222
```
Positions in Å, forces in eV/Å.

The molecular weight is 215.29 g/mol. As for the charge: -1. The value obtained for the relative energy (zero: lowest compared OMol25 entry of this formula, charge and spin) is 50.11 kcal/mol. The calculation puts the HOMO energy at -4.944 eV. Its SMILES is C=C(C)C/C=C(C)\C(C)=C\S(=O)(=O)[O-]. For the calculated total energy, the calculation gives -27590.0428 eV.

***

> Which formula does entry 2 have?

C10H15NO3S

***

> Which formula does entry 1 have?

C10H15NO2S